# 1
{
  "formula": "C18H24N2O5S",
  "method": "ωB97M-V/def2-TZVPD",
  "spin_multiplicity": 1,
  "orbital_gap_ev": 9.08,
  "smiles": "CC1CCN(S(=O)(=O)c2ccc3c(c2)CCN3C(=O)CCC(=O)O)CC1",
  "e_above_lowest_ev": 0.005,
  "symbols": ["C", "C", "C", "C", "N", "S", "O", "O", "C", "C", "C", "C", "C", "C", "C", "C", "N", "C", "O", "C", "C", "C", "O", "O", "C", "C", "H", "H", "H", "H", "H", "H", "H", "H", "H", "H", "H", "H", "H", "H", "H", "H", "H", "H", "H", "H", "H", "H", "H", "H"],
  "coordinates": [[-6.515368, 2.171539, -1.586627], [-5.387453, 1.157519, -1.748941], [-4.404321, 1.241983, -0.579436], [-3.253496, 0.254537, -0.774310], [-2.586691, 0.418035, -2.048624], [-1.463733, 1.668193, -2.068822], [-1.918049, 2.844235, -1.376729], [-1.026624, 1.817036, -3.426484], [-0.156969, 0.908046, -1.115877], [0.229235, 1.435544, 0.100153], [1.243924, 0.841456, 0.838002], [1.852412, -0.288907, 0.314154], [1.454217, -0.816356, -0.919529], [0.446267, -0.223313, -1.643743], [2.263325, -2.036076, -1.242065], [3.265275, -2.114303, -0.077287], [2.885916, -1.054446, 0.856905], [3.484329, -0.817457, 2.059353], [3.169315, 0.109643, 2.774441], [4.554782, -1.809227, 2.492191], [3.907591, -2.981059, 3.250858], [3.143843, -2.427548, 4.435912], [3.614261, -2.189369, 5.511717], [1.858660, -2.224204, 4.132772], [-3.484461, 0.377629, -3.185203], [-4.619022, 1.391379, -3.051538], [-6.111617, 3.180779, -1.557442], [-7.213522, 2.103523, -2.417945], [-7.060858, 1.992319, -0.662760], [-5.819244, 0.148585, -1.774853], [-3.989473, 2.249534, -0.529741], [-4.911839, 1.025214, 0.362492], [-2.496778, 0.386727, 0.002274], [-3.624720, -0.775911, -0.728016], [-0.270421, 2.322162, 0.457204], [1.556013, 1.245047, 1.785775], [0.120307, -0.599040, -2.599637], [2.765284, -1.938825, -2.204673], [1.626167, -2.921019, -1.286049], [3.226886, -3.088064, 0.414652], [4.286946, -1.942358, -0.431241], [5.217533, -1.280216, 3.179650], [5.138946, -2.183027, 1.653030], [3.213592, -3.527717, 2.612606], [4.687200, -3.650598, 3.614463], [1.400709, -1.784521, 4.866438], [-2.876980, 0.588068, -4.065892], [-3.884221, -0.640090, -3.257309], [-4.187512, 2.394483, -3.042150], [-5.287949, 1.308477, -3.910090]],
  "forces_ev_per_angstrom": [[0.140, -0.307, -0.029], [0.021, 0.377, 0.031], [-0.060, -0.290, -0.132], [-0.155, 0.148, 0.620], [0.838, 0.615, -0.114], [0.267, -0.530, 0.190], [0.040, -0.138, 0.215], [-0.024, -0.197, -0.156], [-0.496, 0.341, -0.206], [-0.130, 0.082, -0.129], [0.085, 0.050, 0.146], [-0.452, 0.309, -0.239], [-0.044, 0.174, 0.084], [0.213, -0.088, 0.109], [-0.065, -0.045, -0.033], [0.401, -0.394, -0.169], [-0.124, -0.013, -0.039], [0.429, -0.115, 0.001], [0.005, 0.162, 0.173], [-0.105, 0.090, 0.084], [-0.053, 0.134, 0.078], [0.205, -0.249, 0.176], [0.158, 0.063, 0.145], [-0.621, -0.030, -0.313], [-0.141, 0.312, -0.630], [-0.050, -0.405, 0.120], [0.032, 0.153, 0.007], [-0.115, 0.046, -0.076], [-0.099, 0.036, 0.100], [0.016, -0.019, -0.017], [-0.096, 0.016, 0.077], [-0.016, 0.016, 0.052], [-0.122, -0.168, 0.135], [0.088, 0.045, 0.025], [-0.028, 0.101, 0.107], [-0.014, 0.010, -0.009], [0.003, -0.154, -0.149], [0.024, -0.059, 0.028], [0.057, -0.016, -0.008], [0.070, 0.060, -0.054], [-0.094, -0.088, 0.040], [-0.052, 0.011, -0.129], [0.009, -0.012, 0.007], [0.063, -0.051, -0.012], [-0.111, 0.031, 0.023], [0.291, -0.045, 0.040], [-0.182, -0.170, -0.080], [0.071, 0.041, 0.017], [-0.060, 0.107, -0.059], [-0.017, 0.052, -0.049]]
}

# 2
{
  "formula": "C18H24N4O2S",
  "method": "ωB97M-V/def2-TZVPD",
  "spin_multiplicity": 1,
  "orbital_gap_ev": 9.20,
  "smiles": "CN(C)C(=O)CSc1nnc(Cc2ccccc2)n1C[C@@H]1CCCO1",
  "e_above_lowest_ev": 1.201,
  "symbols": ["C", "N", "C", "C", "O", "C", "S", "C", "N", "N", "C", "C", "C", "C", "C", "C", "C", "C", "N", "C", "C", "C", "C", "C", "O", "H", "H", "H", "H", "H", "H", "H", "H", "H", "H", "H", "H", "H", "H", "H", "H", "H", "H", "H", "H", "H", "H", "H", "H"],
  "coordinates": [[4.539970, 1.898659, 0.878803], [4.047145, 0.538025, 0.822033], [3.781058, -0.092633, 2.096714], [3.660318, -0.093629, -0.299114], [3.201395, -1.225690, -0.291899], [3.794764, 0.658994, -1.615595], [2.144002, 0.657030, -2.396216], [1.260243, 1.210072, -0.997015], [1.631032, 2.165100, -0.190416], [0.708895, 2.244394, 0.784431], [-0.208912, 1.346480, 0.559168], [-1.410062, 1.108120, 1.397572], [-2.675368, 1.291963, 0.600402], [-2.858870, 2.442269, -0.158433], [-4.008329, 2.612171, -0.908600], [-4.989587, 1.634439, -0.908995], [-4.816798, 0.487985, -0.152878], [-3.665087, 0.317747, 0.596349], [0.086931, 0.652176, -0.580832], [-0.557031, -0.496432, -1.153154], [-0.051925, -1.797220, -0.493722], [-0.517417, -3.041130, -1.262387], [-1.777968, -3.447725, -0.502564], [-1.388404, -3.071130, 0.923140], [-0.595287, -1.903028, 0.818829], [5.413688, 2.025853, 0.237992], [3.754096, 2.602487, 0.591512], [4.837265, 2.108349, 1.903513], [3.384329, -1.088723, 1.910756], [4.701428, -0.170646, 2.677928], [3.044951, 0.490672, 2.654234], [4.120244, 1.689082, -1.522995], [4.437210, 0.104431, -2.298872], [-1.374179, 1.821459, 2.223914], [-1.360066, 0.093773, 1.798976], [-2.092332, 3.204062, -0.156101], [-4.139396, 3.509749, -1.494810], [-5.886524, 1.766472, -1.495723], [-5.579779, -0.277123, -0.147311], [-3.531238, -0.579191, 1.184581], [-0.319040, -0.513369, -2.219298], [-1.636769, -0.400249, -1.016265], [1.041741, -1.749511, -0.417896], [0.237738, -3.823029, -1.186581], [-0.699973, -2.830557, -2.313131], [-2.632602, -2.855582, -0.833255], [-2.016558, -4.503612, -0.601939], [-0.797431, -3.873729, 1.386538], [-2.241505, -2.848058, 1.568596]],
  "forces_ev_per_angstrom": [[0.034, 0.324, -0.186], [0.111, -0.060, 0.196], [-0.102, -0.297, 0.073], [0.312, 0.029, 0.008], [-0.056, -0.285, -0.135], [-0.481, -0.004, -0.060], [0.207, 0.058, -0.237], [-0.061, 0.005, -0.248], [0.427, -0.022, -0.795], [-0.537, 0.230, 0.923], [-0.046, -0.186, 0.011], [-0.020, -0.047, 0.062], [-0.158, -0.018, 0.063], [-0.014, -0.045, 0.035], [0.002, 0.068, -0.035], [-0.097, -0.024, -0.049], [-0.104, -0.044, -0.035], [0.047, 0.065, 0.047], [0.432, 0.725, 0.307], [-0.037, -0.810, 0.078], [0.224, 0.198, -0.613], [-0.032, 0.096, 0.212], [0.094, 0.103, 0.167], [-0.191, -0.348, 0.071], [0.019, 0.220, 0.093], [0.012, 0.062, 0.064], [0.136, -0.004, 0.037], [0.052, -0.017, -0.017], [0.041, 0.096, 0.092], [-0.020, 0.023, 0.039], [0.012, 0.019, 0.036], [0.097, -0.074, 0.016], [0.040, 0.022, 0.068], [0.061, -0.060, -0.029], [-0.062, 0.102, 0.046], [0.099, 0.088, -0.020], [-0.012, 0.077, -0.046], [-0.071, 0.010, -0.049], [-0.060, -0.055, -0.002], [0.048, -0.105, 0.064], [-0.106, -0.017, 0.118], [0.093, -0.024, -0.126], [-0.217, 0.023, -0.059], [0.023, -0.009, -0.055], [0.043, -0.030, -0.087], [-0.062, -0.012, 0.007], [-0.066, -0.039, -0.019], [-0.091, 0.047, -0.013], [0.038, -0.054, -0.019]]
}

# 3
{
  "formula": "C18H24O5Si",
  "method": "ωB97M-V/def2-TZVPD",
  "spin_multiplicity": 1,
  "orbital_gap_ev": 8.69,
  "smiles": "COc1ccc([Si](C)(C)c2cc(OC)c(OC)c(OC)c2)cc1O",
  "e_above_lowest_ev": 4.187,
  "symbols": ["C", "O", "C", "C", "C", "C", "Si", "C", "C", "C", "C", "C", "O", "C", "C", "O", "C", "C", "O", "C", "C", "C", "C", "O", "H", "H", "H", "H", "H", "H", "H", "H", "H", "H", "H", "H", "H", "H", "H", "H", "H", "H", "H", "H", "H", "H", "H", "H"],
  "coordinates": [[-2.806190, 0.982040, -5.963611], [-2.648330, 0.043985, -4.924001], [-2.008373, 0.592670, -3.772830], [-1.915133, -0.276907, -2.700820], [-1.294603, 0.147924, -1.546212], [-0.803083, 1.434161, -1.427973], [-0.205388, 2.031820, 0.214808], [1.224883, 3.173401, -0.190861], [-1.684602, 2.893039, 1.101212], [0.432490, 0.588463, 1.216267], [-0.253559, 0.034706, 2.280016], [0.129240, -1.153868, 2.886404], [-0.644821, -1.576240, 3.977542], [-0.396291, -2.874115, 4.434947], [1.258226, -1.796128, 2.356155], [1.823968, -2.906185, 2.988967], [2.973334, -2.560215, 3.699987], [1.923924, -1.322335, 1.207144], [2.961621, -2.055506, 0.634728], [2.685010, -3.449281, 0.519276], [1.484928, -0.090339, 0.693553], [-0.959139, 2.316279, -2.474852], [-1.503755, 1.953093, -3.677198], [-1.712856, 2.870245, -4.698551], [-1.841846, 1.438881, -6.171094], [-3.494171, 1.751414, -5.642501], [-3.162898, 0.462984, -6.841842], [-2.364127, -1.246179, -2.794038], [-1.225218, -0.474052, -0.662624], [1.731261, 2.776100, -1.076172], [1.901800, 3.218385, 0.672854], [0.909816, 4.184546, -0.393286], [-1.476375, 3.081338, 2.144783], [-1.856579, 3.863395, 0.628839], [-2.577183, 2.276702, 0.983439], [-1.057405, 0.601490, 2.725910], [0.623445, -2.895795, 4.861777], [-0.501076, -3.553484, 3.563311], [-1.172002, -3.119135, 5.174774], [3.276940, -3.390885, 4.338942], [2.700621, -1.723088, 4.336541], [3.801346, -2.338351, 3.015097], [3.059654, -4.002666, 1.387217], [3.159552, -3.758715, -0.417149], [1.630979, -3.554600, 0.360978], [1.915197, 0.286534, -0.217957], [-0.627312, 3.337404, -2.381492], [-1.415916, 3.777073, -4.430407]],
  "forces_ev_per_angstrom": [[0.260, -0.052, -0.393], [1.042, 0.589, 1.998], [-0.549, 0.481, -1.864], [0.161, 0.594, -0.310], [0.001, -0.028, 0.508], [-0.242, -0.371, 0.617], [-0.417, 0.870, 0.584], [0.116, -0.275, 0.580], [0.890, -0.295, -0.735], [-1.122, 0.259, 0.264], [-0.401, 0.400, 0.763], [-0.465, -0.067, 0.498], [0.803, 1.461, -1.451], [0.095, -0.812, -0.039], [0.745, -0.873, 0.293], [-1.060, -0.125, -0.806], [0.601, 0.123, 0.361], [-0.445, 0.385, 0.187], [-0.859, 1.247, 0.640], [0.712, 0.111, -0.680], [1.735, -1.610, -1.067], [0.361, 0.358, -0.432], [-1.311, -1.391, -0.415], [0.764, 1.142, 0.886], [-0.211, -0.099, -0.450], [-0.300, 0.201, -0.288], [-0.212, -0.236, -0.071], [-0.050, -0.332, -0.097], [-0.060, -0.374, -0.175], [0.152, 0.116, 0.221], [0.066, -0.021, -0.337], [-0.163, 0.402, -0.189], [-0.034, -0.040, 0.382], [-0.094, -0.073, -0.061], [-0.006, 0.064, 0.127], [-0.338, -0.195, 0.063], [-0.776, -0.563, 0.021], [0.304, -0.038, 0.738], [0.340, 0.206, -0.169], [-0.196, -0.125, -0.112], [0.541, 0.366, 0.190], [-0.058, 0.281, 0.219], [-0.215, -0.019, -0.406], [0.202, -0.107, 0.301], [-0.690, -0.476, 0.266], [0.505, -0.077, -0.243], [0.150, 0.366, 0.093], [-0.269, -1.346, -0.012]]
}

# 4
{
  "formula": "C18H25BBrCuNO5S",
  "method": "ωB97M-V/def2-TZVPD",
  "spin_multiplicity": 1,
  "orbital_gap_ev": 5.66,
  "total_charge": 1,
  "e_above_lowest_ev": 7.721,
  "symbols": ["C", "C", "C", "C", "C", "C", "C", "C", "C", "C", "N", "C", "O", "S", "O", "O", "C", "C", "C", "C", "C", "C", "Br", "C", "B", "O", "O", "H", "H", "H", "H", "H", "H", "H", "H", "H", "H", "H", "H", "H", "H", "H", "H", "H", "H", "H", "H", "H", "H", "H", "H", "H", "Cu"],
  "coordinates": [[-5.759387, -1.537618, 1.128255], [-5.101862, -1.109632, 0.057735], [-4.159986, -0.445487, -1.098880], [-2.658219, -1.116809, -1.111151], [-1.562990, 0.024870, -1.392523], [-0.619883, 0.512008, -0.184713], [0.179327, 1.794586, -0.867273], [0.255052, 3.158360, -0.087011], [0.999847, 4.242216, -0.918934], [1.551044, 3.882147, -2.312052], [1.561902, 2.654597, -3.059141], [0.857739, 1.690863, -2.251148], [-1.298142, 1.172715, 0.920637], [-2.386272, 0.339715, 1.813067], [-3.400074, 1.390457, 2.322713], [-1.751423, -0.292735, 3.266208], [-0.311600, -0.477247, 2.926671], [-0.052387, -1.405771, 1.640707], [0.507989, -0.606734, 0.306112], [1.856281, 0.104216, 0.844905], [3.054335, 0.351691, -0.180372], [4.550075, 0.060151, 0.425891], [5.596533, -1.242586, -0.687304], [0.721780, -1.746375, -0.810745], [1.855421, -2.875020, -0.537964], [2.910137, -2.839950, 0.442989], [1.770594, -4.104561, -1.354566], [-5.945951, -1.920825, 2.207288], [-4.686904, -0.565280, -2.132858], [-4.143059, 0.684539, -0.881489], [-2.484502, -1.768212, -0.181304], [-2.683236, -1.856165, -2.015347], [-2.168165, 0.974936, -1.712900], [-1.016870, -0.300410, -2.354853], [-0.154269, 3.404408, 0.949614], [1.130682, 5.303855, -0.489342], [2.061124, 4.765247, -2.880738], [0.817734, 0.644174, -2.765073], [0.165624, 0.562430, 2.922433], [0.118645, -1.005841, 3.876762], [-0.966961, -2.061364, 1.321580], [0.722745, -2.195813, 2.020039], [2.275364, -0.565444, 1.707218], [1.621521, 1.123363, 1.366305], [3.004279, -0.215793, -1.179453], [3.057934, 1.484919, -0.457165], [5.180256, 1.040929, 0.422487], [4.480471, -0.282609, 1.529028], [0.997025, -1.268610, -1.842439], [-0.244217, -2.366226, -1.040970], [3.589653, -3.522203, 0.169623], [0.838430, -4.419728, -1.174604], [-4.856663, 2.744901, 3.407274]],
  "forces_ev_per_angstrom": [[4.655, 2.208, -4.887], [-2.429, -1.540, 5.253], [-1.380, -0.820, 0.970], [-1.045, -0.352, -0.799], [-1.643, 0.363, -0.218], [2.738, 0.211, -3.073], [1.110, 2.722, -0.066], [2.242, -0.303, -4.888], [-0.816, -3.399, -0.506], [0.043, 0.607, 0.398], [-2.960, 1.108, 6.452], [-0.334, -0.228, 0.508], [-0.495, -0.331, 1.421], [-3.293, 0.475, 1.144], [1.934, -1.046, -0.522], [1.083, 1.808, -2.822], [1.120, -0.987, 1.788], [0.159, -0.537, -0.288], [-0.681, -0.597, 1.413], [0.756, -0.158, 0.778], [1.069, 0.951, -0.565], [-0.621, 1.387, 0.804], [-0.657, 0.772, 0.800], [-0.098, 0.451, -0.517], [1.302, -1.789, 0.274], [-1.181, -0.495, -2.631], [-1.403, 1.855, 2.165], [0.085, 0.796, -2.735], [1.009, 0.094, 1.948], [0.116, -1.754, -0.186], [-0.289, 1.227, -1.352], [0.229, 1.301, 1.677], [1.202, -1.626, 0.565], [-0.322, 0.761, 2.012], [0.583, -0.687, -1.787], [-0.158, -1.954, -0.988], [-0.986, -1.771, 1.180], [0.026, 2.105, 1.065], [-0.578, -1.620, -0.395], [-0.923, 0.905, -1.822], [1.318, 1.388, 0.916], [-1.136, 1.553, -1.127], [-0.760, 1.028, -1.648], [0.171, -1.822, -1.085], [-0.266, 0.758, 1.660], [-0.072, -2.025, 0.337], [-1.138, -1.930, -0.125], [0.270, 0.162, -2.018], [-0.370, -0.858, 1.809], [1.441, 1.395, 0.594], [-1.071, 0.912, 0.612], [1.469, 0.262, -0.812], [0.976, -0.935, -0.684]]
}